Entry 1:
Density functional theory data (ωB97M-V/def2-TZVPD) for a cluster of 11 separate species, C66H55F11 in total in a non-equilibrium geometry.

```
132
C66H55F11 | the OMol25 dataset | ωB97M-V/def2-TZVPD
F 19.019 19.461 -13.259
C 18.238 20.545 -13.381
C 17.361 20.835 -12.372
C 16.433 21.850 -12.573
C 16.503 22.618 -13.714
C 17.439 22.359 -14.698
C 18.340 21.304 -14.526
H 17.338 20.164 -11.523
H 15.602 22.064 -11.913
H 15.700 23.321 -13.917
H 17.501 23.025 -15.548
H 19.043 20.979 -15.285
F 18.287 20.184 -9.141
C 18.515 19.121 -8.331
C 19.786 18.937 -7.864
C 20.071 17.757 -7.195
C 19.080 16.791 -7.039
C 17.779 17.000 -7.499
C 17.512 18.205 -8.146
H 20.506 19.740 -7.985
H 21.062 17.579 -6.799
H 19.358 15.947 -6.417
H 17.024 16.237 -7.378
H 16.526 18.475 -8.514
F 20.557 18.928 -3.673
C 21.591 19.684 -4.156
C 21.403 20.421 -5.309
C 22.498 21.142 -5.799
C 23.717 21.111 -5.125
C 23.882 20.310 -4.017
C 22.820 19.556 -3.559
H 20.425 20.455 -5.773
H 22.325 21.867 -6.584
H 24.545 21.684 -5.526
H 24.844 20.197 -3.540
H 22.855 19.006 -2.624
F 13.863 15.992 -9.103
C 13.145 15.831 -10.246
C 12.953 14.568 -10.760
C 12.205 14.433 -11.911
C 11.816 15.555 -12.606
C 12.049 16.819 -12.077
C 12.705 16.962 -10.887
H 13.298 13.724 -10.181
H 11.981 13.425 -12.239
H 11.325 15.499 -13.570
H 11.763 17.696 -12.642
H 12.952 17.922 -10.445
F 12.813 17.492 -2.598
C 12.624 17.544 -3.919
C 11.474 18.134 -4.393
C 11.173 18.083 -5.737
C 12.140 17.597 -6.614
C 13.295 16.998 -6.105
C 13.564 16.980 -4.750
H 10.789 18.604 -3.696
H 10.191 18.417 -6.043
H 11.935 17.555 -7.679
H 13.995 16.589 -6.822
H 14.460 16.519 -4.358
F 21.552 14.972 -6.372
C 21.931 14.347 -7.519
C 21.050 14.266 -8.575
C 21.354 13.532 -9.697
C 22.591 12.924 -9.790
C 23.533 13.115 -8.785
C 23.205 13.850 -7.657
H 20.093 14.772 -8.516
H 20.659 13.491 -10.524
H 22.890 12.391 -10.683
H 24.549 12.757 -8.891
H 23.914 13.962 -6.840
F 13.700 19.801 -9.842
C 13.955 20.612 -8.789
C 15.113 21.349 -8.784
C 15.351 22.234 -7.740
C 14.451 22.333 -6.703
C 13.286 21.600 -6.737
C 13.027 20.726 -7.781
H 15.849 21.233 -9.570
H 16.310 22.738 -7.766
H 14.712 22.929 -5.835
H 12.538 21.701 -5.961
H 12.071 20.226 -7.873
F 23.002 16.726 -0.234
C 22.540 15.925 -1.218
C 23.209 14.750 -1.475
C 22.776 13.987 -2.544
C 21.697 14.395 -3.312
C 21.090 15.612 -3.046
C 21.452 16.342 -1.934
H 24.059 14.429 -0.891
H 23.250 13.044 -2.795
H 21.345 13.764 -4.115
H 20.282 15.955 -3.683
H 20.971 17.288 -1.732
F 20.342 21.951 -8.066
C 19.310 22.831 -8.360
C 18.926 22.987 -9.676
C 17.885 23.868 -9.930
C 17.246 24.524 -8.876
C 17.625 24.292 -7.579
C 18.652 23.417 -7.302
H 19.454 22.424 -10.435
H 17.519 24.079 -10.927
H 16.493 25.254 -9.144
H 17.121 24.848 -6.798
H 18.901 23.109 -6.295
F 25.306 17.200 -8.175
C 25.279 17.040 -6.842
C 24.079 17.137 -6.187
C 24.043 16.871 -4.829
C 25.237 16.695 -4.115
C 26.438 16.694 -4.799
C 26.461 16.839 -6.174
H 23.168 17.265 -6.759
H 23.084 16.733 -4.347
H 25.120 16.577 -3.043
H 27.376 16.703 -4.255
H 27.412 16.826 -6.689
F 16.882 9.114 -7.964
C 17.278 10.371 -7.741
C 17.714 11.115 -8.807
C 18.116 12.439 -8.601
C 17.974 12.992 -7.328
C 17.530 12.214 -6.262
C 17.161 10.887 -6.466
H 17.753 10.679 -9.798
H 18.473 13.009 -9.446
H 18.373 13.978 -7.112
H 17.459 12.633 -5.267
H 16.854 10.247 -5.650
```

## Properties
* E: -3646.46762 hartree
* E_LUMO: 0.020 hartree
* gap between HOMO and LUMO: 9.590 eV
* energy above the lowest of the compared OMol25 structures with the same formula, charge and spin: 112.1 kJ/mol
* SMILES string: Fc1ccccc1.Fc1ccccc1.Fc1ccccc1.Fc1ccccc1.Fc1ccccc1.Fc1ccccc1.Fc1ccccc1.Fc1ccccc1.Fc1ccccc1.Fc1ccccc1.Fc1ccccc1
* maximum force: 1.4 eV/A

Löwdin atomic charge list, values in e, 2 entries: F 0.066; C -0.300

Entry 2:
Density functional theory data (ωB97M-V/def2-TZVPD) for a cluster of 2 separate species, C6H10Cl2Si in total in a non-equilibrium geometry.

```
19
C6H10Cl2Si | the OMol25 dataset | ωB97M-V/def2-TZVPD
C 0.149 -1.290 -0.187
C -0.558 -0.055 -0.680
C 0.470 -1.373 1.059
C -0.644 1.136 -0.123
C 1.331 -2.539 1.506
C -1.424 2.208 -0.780
Si 2.437 1.330 -0.435
Cl 3.907 0.589 0.676
Cl 2.604 0.112 -2.061
H 0.481 -2.118 -0.937
H -0.869 -0.219 -1.669
H 0.503 -0.490 1.762
H -0.328 1.230 0.864
H 1.362 -3.287 0.692
H 0.882 -2.863 2.425
H 2.398 -2.332 1.847
H -0.770 2.850 -1.247
H -1.995 2.759 -0.032
H -2.200 1.776 -1.431
```

## Properties
* E: -1444.48346 hartree
* E_LUMO: -0.012 hartree
* gap between HOMO and LUMO: 8.262 eV
* energy above the lowest of the compared OMol25 structures with the same formula, charge and spin: 316.0 kJ/mol
* maximum force: 4.4 eV/A

natural (NBO) atomic charge list, values in e, 2 entries: C -0.238; C -0.215

The highest E_LUMO belongs to which entry? C66H55F11

Which of these has the highest E? C6H10Cl2Si

E_LUMO of number 1 (C66H55F11)? 0.020 hartree